# 1
The following is a DFT calculation (the ωB97M-V functional and the def2-TZVPD basis) of an isolated molecule of C14H12N2OS.

Computed properties:
E_LUMO ... -1.0 eV
Frontier orbital gap ... 7.18 eV
HOMO ... -8.133 eV
SMILES ... O=C1C=CC=C/C1=C\NNC(=S)c1ccccc1
Net charge ... 0
E_tot ... -30571.7430 eV

Last column: Löwdin charge in e.
Atoms and positions in Å:
O1 -0.62 -4.27 2.36  0.06
S1 -1.84 1.76 -2.35  0.65
C1 -1.18 -3.19 2.35  -0.44
C2 -0.49 0.90 -1.83  -0.73
C3 -2.08 -2.98 3.46  0.00
C4 -2.69 -1.74 3.62  -0.02
C5 -2.44 -0.58 2.72  -0.08
C6 -1.63 -0.72 1.64  -0.03
C7 -0.99 -2.10 1.41  -0.10
C8 -0.13 -2.23 0.31  0.02
C9 3.24 2.99 -2.04  -0.08
C10 2.96 2.20 -0.86  -0.06
C11 2.35 3.03 -3.10  -0.09
C12 1.73 1.57 -0.84  -0.05
C13 1.16 2.33 -3.08  -0.05
C14 0.81 1.55 -1.95  -0.26
N1 -0.75 -0.35 -1.28  -0.01
N2 0.22 -1.21 -0.64  0.01
H1 -2.37 -3.86 4.02  0.12
H2 -3.41 -1.52 4.33  0.07
H3 -2.77 0.43 2.86  0.09
H4 -1.43 0.14 1.01  0.09
H5 0.37 -3.15 0.19  0.11
H6 4.22 3.39 -2.34  0.11
H7 3.79 2.14 -0.15  0.10
H8 2.70 3.49 -4.02  0.11
H9 1.40 1.06 0.12  0.13
H10 0.45 2.56 -3.81  0.08
H11 -1.73 -0.45 -1.02  0.11
H12 1.15 -1.20 -1.09  0.15



# 2
The following is a DFT calculation (the ωB97M-V functional and the def2-TZVPD basis) of a cluster of 2 separate species, C5H8O2 in total.

Computed properties:
E_LUMO ... 1.0 eV
Frontier orbital gap ... 10.49 eV
HOMO ... -9.499 eV
Net charge ... 0
E_tot ... -9408.4834 eV

Last column: Löwdin charge in e.
Atoms and positions in Å:
O1 -0.82 2.56 1.03  -0.07
C1 0.22 1.68 0.66  -0.29
C2 -0.38 0.33 0.37  -0.14
C3 -0.30 -0.29 -0.80  -0.18
C4 -0.87 -1.64 -1.09  -0.11
C5 2.24 -1.50 1.05  0.01
O2 2.36 -2.24 0.19  0.02
H1 -0.42 3.39 1.32  0.08
H2 0.96 1.58 1.47  0.11
H3 0.76 2.04 -0.24  0.12
H4 -0.90 -0.13 1.20  0.12
H5 -1.67 -1.57 -1.84  0.07
H6 0.22 0.21 -1.63  0.11
H7 -0.11 -2.32 -1.50  0.07
H8 -1.29 -2.10 -0.19  0.08



# 3
The following is a DFT calculation (the ωB97M-V functional and the def2-TZVPD basis) of a cluster of 2 separate species, H5N3 in total.

Computed properties:
E_LUMO (alpha / beta) ... 0.5 / 0.8 eV
Frontier orbital gap (alpha / beta) ... 7.94 / 8.78 eV
HOMO (alpha / beta) ... -7.442 / -8.017 eV
Net charge ... 0
E_tot ... -4546.0281 eV

Last column: Löwdin charge in e.
Atoms and positions in Å:
N1 -0.31 1.13 -0.26  -0.04
N2 0.83 -0.60 0.48  -0.11
N3 0.43 -0.02 -0.66  -0.22
H1 -0.57 0.97 0.67  0.02
H2 -1.00 1.47 -0.92  0.08
H3 1.28 -1.55 0.49  0.12
H4 0.25 -0.32 1.33  0.10
H5 -0.91 -1.08 -1.13  0.05



# 4
The following is a DFT calculation (the ωB97M-V functional and the def2-TZVPD basis) of a structure of composition C23H31Cl5NNiO4SSi3.

Computed properties:
E_LUMO (alpha / beta) ... 2.3 / 2.2 eV
Frontier orbital gap (alpha / beta) ... 7.72 / 8.23 eV
HOMO (alpha / beta) ... -5.458 / -6.008 eV
2S+1 ... 3
Net charge ... -1
E_tot ... -172163.5228 eV

Last column: Mulliken spin population.
Atoms and positions in Å:
Ni1 0.30 -0.86 -0.76  1.65
C1 3.09 -0.12 1.08  0.00
O1 1.80 0.11 0.57  0.01
Si1 0.92 1.52 0.76  0.00
C2 2.13 2.97 0.43  0.00
C3 0.50 1.72 2.62  0.00
C4 -0.47 1.18 -0.48  0.11
Si2 -0.46 2.29 -2.03  0.01
C5 1.13 2.21 -3.10  0.00
C6 -0.65 4.13 -1.47  0.00
C7 -1.87 2.03 -3.30  0.00
Si3 -2.19 0.78 0.27  0.01
C8 -2.35 -0.64 1.55  0.01
C9 -2.78 2.36 1.20  0.02
C10 -3.59 0.38 -0.98  0.00
H1 3.12 0.04 2.16  0.00
H2 3.81 0.55 0.61  0.00
H3 3.37 -1.15 0.86  0.00
H4 3.01 2.88 1.06  0.00
H5 1.67 3.93 0.66  0.00
H6 2.46 3.00 -0.60  0.00
H7 1.40 1.67 3.23  0.00
H8 -0.18 0.95 2.97  0.00
H9 0.03 2.68 2.81  0.00
H10 1.99 1.86 -2.53  0.00
H11 1.38 3.18 -3.52  0.00
H12 1.00 1.52 -3.93  0.00
H13 0.25 4.49 -0.98  0.00
H14 -1.47 4.25 -0.77  0.00
H15 -0.85 4.78 -2.32  0.00
H16 -2.02 0.98 -3.52  0.00
H17 -1.62 2.53 -4.24  0.00
H18 -2.81 2.44 -2.96  0.00
H19 -1.52 -0.68 2.25  0.00
H20 -2.41 -1.61 1.05  0.00
H21 -3.26 -0.52 2.12  0.00
H22 -2.27 2.48 2.15  0.00
H23 -3.85 2.30 1.40  0.00
H24 -2.61 3.26 0.62  0.00
H25 -3.27 -0.29 -1.76  0.00
H26 -4.00 1.28 -1.45  0.00
H27 -4.41 -0.10 -0.45  0.00
O2 -2.86 -4.93 2.96  0.00
S1 -1.47 -5.04 2.60  0.00
O3 -0.90 -6.36 2.71  0.00
N1 -1.18 -4.37 1.15  0.01
C11 -0.42 -3.31 1.24  0.01
O4 -0.08 -2.57 0.29  0.03
C12 0.04 -2.99 2.65  0.00
C13 0.85 -1.95 3.05  -0.01
C14 1.12 -1.81 4.41  0.00
C15 0.58 -2.70 5.33  0.00
C16 -0.23 -3.75 4.91  0.00
C17 -0.48 -3.88 3.57  0.00
H28 1.25 -1.27 2.32  0.01
H29 1.75 -1.01 4.76  0.00
H30 0.80 -2.58 6.38  0.00
H31 -0.64 -4.45 5.62  0.00
Cl1 4.04 -0.32 -2.02  0.00
C18 2.72 -0.83 -3.01  -0.01
C19 1.46 -0.96 -2.44  0.10
C20 0.46 -1.37 -3.34  -0.04
Cl2 -1.08 -1.57 -2.58  0.06
C21 0.66 -1.59 -4.69  0.01
Cl3 -0.63 -2.05 -5.72  0.00
C22 1.95 -1.44 -5.21  -0.01
Cl4 2.25 -1.69 -6.88  0.00
C23 2.98 -1.06 -4.36  0.01
Cl5 4.57 -0.89 -4.99  0.00